1.
Formula: C63H47Br4CrFGeNO2P3
Source: the OMol25 dataset
Level of theory: the ωB97M-V functional and the def2-TZVPD basis

```
123
C63H47Br4CrFGeNO2P3 (the ωB97M-V functional and the def2-TZVPD basis)
Cr 0.21818 -0.02042 0.10061
F -3.44051 1.88545 -4.12011
Ge -2.28216 1.34010 -2.87725
C -0.93289 2.70096 -3.25401
C -1.21786 3.44484 -4.40844
C -0.28460 4.31540 -4.93849
C 0.96848 4.42788 -4.34798
C 1.25360 3.70596 -3.20752
C 0.30074 2.86454 -2.62310
P 0.87810 2.02493 -1.08819
C 1.47842 3.46771 -0.11264
C 1.19406 4.79366 -0.45266
C 1.71025 5.84194 0.29595
C 2.49018 5.59051 1.41659
C 2.73672 4.27857 1.79458
C 2.22659 3.23066 1.03884
C 2.30789 1.21611 -1.78338
C 3.53013 0.95319 -0.99013
C 4.55121 0.25989 -1.82160
C 4.31796 -0.20467 -3.07494
C 3.07105 -0.03958 -3.73635
C 2.09618 0.62401 -3.05574
C -3.51994 1.61326 -1.35662
C -4.78514 2.01074 -1.81334
C -5.74525 2.50718 -0.94871
C -5.45446 2.64063 0.40048
C -4.22981 2.21497 0.87546
C -3.25769 1.66827 0.02570
P -1.80739 0.98497 0.93608
C -2.60728 -0.27593 2.02403
C -1.75432 -0.95735 2.89383
C -2.25613 -1.82885 3.85044
C -3.61928 -2.07396 3.91615
C -4.46662 -1.46997 2.99905
C -3.96918 -0.57944 2.05628
C -1.51175 2.35048 2.12020
C -1.32033 2.13255 3.47802
C -1.10998 3.20475 4.33571
C -1.11528 4.50071 3.84505
C -1.32572 4.72581 2.49032
C -1.50603 3.65457 1.62949
C -1.99142 -0.39075 -3.77194
C -2.33291 -0.46587 -5.12499
C -2.23747 -1.67156 -5.80168
C -1.83258 -2.82588 -5.13745
C -1.50621 -2.76616 -3.79449
C -1.56432 -1.54654 -3.11742
P -1.12633 -1.48754 -1.36564
C -2.59549 -2.39094 -0.72510
C -3.79505 -2.23402 -1.42490
C -4.92312 -2.96180 -1.07364
C -4.87132 -3.84987 -0.01091
C -3.70131 -3.97156 0.72487
C -2.57587 -3.23076 0.38703
C 0.36737 -2.56636 -1.03248
C 1.39241 -2.66990 -2.15085
C 2.67026 -2.98140 -1.92123
C 3.32659 -3.23104 -0.62486
C 2.76293 -3.23572 0.58300
C 1.28455 -2.97520 0.82257
H -2.17555 3.32695 -4.89733
H -0.52585 4.88443 -5.82854
H 1.72501 5.07105 -4.78079
H 2.23442 3.77618 -2.75825
H 0.57905 5.02061 -1.31242
H 1.49052 6.86390 0.00316
H 2.89104 6.41274 1.99997
H 3.32925 4.06298 2.67601
H 2.40554 2.22126 1.36330
H 3.92847 1.83811 -0.49366
H 5.52122 0.10028 -1.37746
H 5.13080 -0.70840 -3.59553
H 2.90068 -0.41711 -4.74001
H 1.14078 0.77120 -3.55149
H -5.00817 1.95700 -2.87040
H -6.70969 2.81237 -1.33738
H -6.18081 3.06297 1.08550
H -4.02053 2.29088 1.93397
H -0.69087 -0.77870 2.83713
H -1.57767 -2.31302 4.54546
H -4.01931 -2.75540 4.66057
H -5.52893 -1.68963 3.01354
H -4.65761 -0.12478 1.35935
H -1.34082 1.12852 3.87404
H -0.95146 3.02020 5.39247
H -0.96107 5.33849 4.51680
H -1.34447 5.73602 2.10454
H -1.68920 3.83645 0.57621
H -2.68456 0.41787 -5.64255
H -2.49234 -1.71540 -6.85435
H -1.77369 -3.76926 -5.66793
H -1.20411 -3.66254 -3.25954
H -3.84056 -1.56882 -2.27970
H -5.83857 -2.84002 -1.64147
H -5.74831 -4.43020 0.25716
H -3.66469 -4.63881 1.57888
H -1.67309 -3.33660 0.96732
H 1.06671 -2.50482 -3.17122
H 3.32528 -3.02238 -2.78366
H 4.39787 -3.39802 -0.67306
H 3.38458 -3.39428 1.45978
H 1.05850 -2.98375 1.89241
Br 6.57695 0.57782 4.21322
C 4.84813 0.39000 3.47176
C 3.76149 0.21888 4.31244
Br 4.00191 0.11354 6.18172
C 2.47378 0.13697 3.76934
Br 0.98251 -0.02935 4.91463
C 2.23887 0.19353 2.38921
O 1.00902 0.26239 1.89155
C 3.38358 0.23730 1.52400
O 3.06364 0.08324 0.22468
C 4.64715 0.40530 2.07828
Br 6.14712 0.70656 0.96738
C 0.81592 -6.12304 0.70701
C 0.51057 -5.22991 -0.49989
C 0.40519 -3.79893 -0.13464
N 0.84356 -1.75488 0.10814
H 0.95517 -7.15981 0.39833
H 0.00180 -6.09147 1.43743
H 1.73206 -5.79404 1.20155
H -0.43002 -5.54660 -0.96783
H 1.28745 -5.35276 -1.26219
```

The energy above the lowest of the compared OMol25 structures with the same formula, charge and spin is 22.9 kJ/mol. The HOMO energy (alpha / beta) is -5.95 / -6.00 eV. The calculation puts the HOMO-LUMO gap (alpha / beta) at 5.468 / 5.605 eV. As for the multiplicity: 5.

2.
Formula: C63H53NO16
Source: the OMol25 dataset
Level of theory: the ωB97M-V functional and the def2-TZVPD basis

```
133
C63H53NO16 (the ωB97M-V functional and the def2-TZVPD basis)
C -4.52529 3.12593 6.97111
C -4.87285 3.01124 5.59101
C -5.42034 2.40129 4.14985
C -4.24235 2.14889 3.03798
C -4.51055 2.82245 1.53071
C -3.47493 2.65628 0.26851
C -2.11210 1.77848 0.51947
C -1.79817 1.09529 2.01354
C -2.85011 1.27579 3.30131
C -2.55031 0.62951 4.77944
O -3.61295 -0.30376 5.19344
C -3.52895 -1.56243 4.43643
C -4.70607 -1.65213 3.28108
C -0.39672 0.21741 2.09599
O -0.20815 -0.87602 2.83882
C 0.90215 0.67359 1.14625
C 2.46752 0.50129 1.60553
C 2.91201 -0.09648 3.07119
C 2.25518 0.82283 4.27001
C 3.40173 1.60679 5.18616
C 2.80511 3.06803 5.63414
C 3.64722 0.94442 0.55660
C 3.38296 1.56511 -0.95663
C 4.71258 1.89408 -1.85796
C 4.40939 2.49261 -3.35380
C 3.52263 1.51701 -4.32820
N 3.67811 0.02170 -4.49485
O 2.53357 2.10713 -5.04613
C 1.81952 1.78678 -1.39803
C 0.59626 1.34237 -0.35429
C -1.01873 1.51515 -0.71752
O -1.51970 1.43183 -1.96715
H -4.48943 3.26806 8.15590
H -6.02286 1.38500 4.28029
H -6.17579 3.18773 3.71649
H -5.50389 3.42097 1.35630
H -3.79079 3.15898 -0.75388
H -1.52563 0.07373 4.88167
H -2.50258 1.54029 5.54978
H -2.50160 -1.69547 3.89131
H -3.67356 -2.50029 5.14853
H -4.70446 -2.77284 2.88960
H -5.73541 -1.35034 3.75804
H -4.36011 -0.96785 2.39636
H 4.10005 -0.12276 3.11775
H 2.56176 -1.22612 3.22011
H 1.49478 0.20065 4.93096
H 1.65188 1.69427 3.72727
H 3.59398 0.92319 6.11911
H 4.41174 1.79233 4.59273
H 3.27088 3.46354 6.64865
H 1.62905 2.93216 5.76322
H 2.99308 3.82900 4.76177
H 4.76699 0.78685 0.91433
H 5.37923 2.67959 -1.25533
H 5.36101 0.89279 -1.86861
H 5.46640 2.62510 -3.89224
H 3.96789 3.58905 -3.23106
H 4.16699 -0.41754 -3.68390
H 2.68840 -0.36772 -4.46087
H 1.56321 2.25915 -2.46142
O -5.52795 -4.03879 11.49144
C -5.25066 -4.07534 10.30052
C -4.75992 -5.31405 9.66491
C -4.45515 -5.35241 8.36415
C -4.59749 -4.15888 7.50681
O -4.32020 -4.19543 6.31589
C -5.08823 -2.92018 8.14242
C -5.39300 -2.88182 9.44318
H -4.66162 -6.18118 10.30697
H -4.09328 -6.25255 7.88244
H -5.18653 -2.05305 7.50036
H -5.75487 -1.98167 9.92489
O 0.33892 -4.95817 6.12172
C 0.61622 -4.99472 4.93080
C 1.10695 -6.23343 4.29519
C 1.41173 -6.27179 2.99444
C 1.26938 -5.07826 2.13710
O 1.54668 -5.11481 0.94618
C 0.77865 -3.83956 2.77271
C 0.47387 -3.80120 4.07346
H 1.20525 -7.10056 4.93725
H 1.77359 -7.17193 2.51273
H 0.68034 -2.97243 2.13065
H 0.11201 -2.90105 4.55517
O 6.77216 -1.14820 -8.51275
C 5.59038 -0.88856 -8.69304
C 4.82912 -1.50611 -9.79682
C 3.53856 -1.22015 -9.99432
C 2.81842 -0.27614 -9.11679
O 1.63664 -0.01650 -9.29709
C 3.57969 0.34141 -8.01302
C 4.87024 0.05544 -7.81552
H 5.37127 -2.19700 -10.43130
H 2.96577 -1.66372 -10.79956
H 3.03754 1.03230 -7.37854
H 5.44303 0.49901 -7.01028
O 3.24344 0.18040 -17.54094
C 3.30387 -0.24903 -16.39706
C 2.89549 -1.63029 -16.07374
C 2.95981 -2.09786 -14.82331
C 3.44327 -1.25432 -13.71222
O 3.50370 -1.68375 -12.56835
C 3.85166 0.12694 -14.03555
C 3.78734 0.59451 -15.28598
H 2.54383 -2.23678 -16.89977
H 2.66349 -3.10817 -14.56894
H 4.20331 0.73343 -13.20952
H 4.08366 1.60482 -15.54035
O 6.69347 6.65108 -7.90098
C 6.50571 6.48993 -6.70294
C 5.20599 6.01689 -6.18705
C 5.00113 5.84323 -4.87777
C 6.06559 6.11520 -3.89149
O 5.87784 5.95406 -2.69345
C 7.36532 6.58824 -4.40738
C 7.57017 6.76191 -5.71666
H 4.43553 5.82106 -6.92316
H 4.05365 5.49763 -4.48268
H 8.13577 6.78407 -3.67127
H 8.51765 7.10751 -6.11175
O -11.94122 -2.78900 5.86033
C -10.98580 -2.34993 6.48556
C -10.87233 -0.91289 6.80374
C -9.82702 -0.43379 7.48500
C -8.74204 -1.32061 7.94995
O -7.78663 -0.88153 8.57518
C -8.85551 -2.75765 7.63177
C -9.90082 -3.23675 6.95051
H -11.67661 -0.27545 6.45644
H -9.72802 0.61756 7.72606
H -8.05123 -3.39509 7.97907
H -9.99982 -4.28810 6.70946
```

The HOMO energy is -8.90 eV. The calculation puts the HOMO-LUMO gap at 7.072 eV. Its SMILES is C#CCc1ccc2c(c1COCC)C(=O)c1c(CCCC)cc(CCC(N)=O)cc1C2=O.O=C1C=CC(=O)C=C1.O=C1C=CC(=O)C=C1.O=C1C=CC(=O)C=C1.O=C1C=CC(=O)C=C1.O=C1C=CC(=O)C=C1.O=C1C=CC(=O)C=C1.

3.
Formula: C63H59FIMnN6O5P2
Source: the OMol25 dataset
Level of theory: the ωB97M-V functional and the def2-TZVPD basis

```
138
C63H59FIMnN6O5P2 (the ωB97M-V functional and the def2-TZVPD basis)
Mn 0.61715 -1.40368 -1.14011
C 4.44778 -3.05170 -2.80971
C 3.36189 -2.74484 -3.80102
N 3.67263 -2.66638 -5.07597
C 2.72015 -2.37365 -5.97310
C 1.39131 -2.22828 -5.65198
C 0.39712 -1.91346 -6.74784
O -0.57959 -0.94905 -6.41036
C 1.01389 -2.33948 -4.29395
C -0.37871 -2.28951 -3.94070
N -0.84461 -2.16313 -2.74069
C -2.21416 -2.04377 -2.53044
C -3.06510 -1.36319 -3.41217
C -4.41633 -1.23457 -3.13907
C -4.96153 -1.78395 -1.98729
C -4.13665 -2.44898 -1.08889
C -2.78610 -2.55409 -1.36053
I -1.50982 -3.48563 0.04725
C 2.04363 -2.50256 -3.32360
O 1.83020 -2.46135 -2.04350
H 5.39586 -3.15194 -3.33166
H 4.22386 -3.97640 -2.27247
H 4.52393 -2.25357 -2.06580
H 3.05999 -2.26097 -6.99721
H -0.15376 -2.81996 -7.02066
H 0.95724 -1.59789 -7.63459
H -0.15718 -0.20076 -5.94861
H -1.08660 -2.41178 -4.75807
H -2.64253 -0.91999 -4.30797
H -5.05174 -0.70636 -3.83925
H -6.02216 -1.70936 -1.78464
H -4.54029 -2.88494 -0.18481
F -4.56430 0.67055 2.47661
C -4.01122 1.37691 1.46556
C -2.99988 0.78902 0.75918
C -2.42831 1.42844 -0.34242
C -1.32514 0.79810 -1.02402
O -0.85866 -0.26416 -0.55609
C -0.87194 1.45321 -2.19890
C -1.45157 2.62072 -2.57624
N -2.44909 3.26375 -1.90334
C -3.02541 4.39506 -2.60701
C -3.44018 5.70424 -2.00522
C -4.47394 4.77390 -2.59131
C -2.93651 2.68154 -0.74547
C -3.88741 3.29775 0.06915
C -4.45896 2.66569 1.17115
N -5.39251 3.37931 1.95563
C -6.37918 4.24490 1.33386
C -6.33782 5.58200 2.09022
N -5.97924 5.26996 3.51803
C -6.61322 3.98657 3.95796
C -5.89661 2.84274 3.21646
C 0.20307 0.90251 -3.12183
O 0.18144 1.29762 -4.29539
O 1.03439 0.11253 -2.60047
H -2.65098 -0.19970 1.03255
H -1.10565 3.07592 -3.49434
H -2.55450 4.48756 -3.57273
H -3.19195 6.59946 -2.55792
H -3.38712 5.84763 -0.93517
H -4.92374 5.03309 -3.53924
H -5.14474 4.23914 -1.93520
H -4.17247 4.31717 -0.12361
H -7.37977 3.80193 1.39244
H -6.16839 4.41141 0.28273
H -7.29046 6.10778 2.06420
H -5.55984 6.22977 1.69086
H -6.21688 6.04342 4.13624
H -4.96822 5.12257 3.54614
H -7.67050 4.03885 3.70856
H -6.51789 3.88208 5.03572
H -6.59673 2.01166 3.08501
H -5.06084 2.48222 3.81107
C 3.99786 -0.28922 0.81786
N 3.84924 -1.11638 1.98708
C 3.70216 -2.53537 1.73490
P 2.06831 -3.05213 0.94500
C 1.07496 -3.43444 2.44217
C 0.67359 -4.72054 2.80014
C -0.12433 -4.91773 3.91983
C -0.53517 -3.83911 4.68778
C -0.16073 -2.55275 4.32335
C 0.62884 -2.35136 3.20304
C 2.55736 -4.72801 0.38392
C 1.98757 -5.24141 -0.77954
C 2.33993 -6.50209 -1.24144
C 3.26708 -7.26387 -0.54785
C 3.82978 -6.76779 0.61990
C 3.47611 -5.51143 1.08577
C 4.34499 -0.68697 3.23422
C 5.40314 0.21679 3.34390
C 5.86726 0.61462 4.58864
C 5.29785 0.11764 5.75013
C 4.24653 -0.78312 5.65075
C 3.77163 -1.17680 4.41203
P 2.33894 0.28105 0.14485
C 1.78602 1.29928 1.57005
C 0.47783 1.13760 2.02172
C -0.01364 1.91296 3.06412
C 0.80672 2.84705 3.67728
C 2.11864 3.00310 3.24928
C 2.60334 2.23856 2.20051
C 2.98069 1.52541 -1.03447
C 3.74628 1.03675 -2.09520
C 4.25103 1.89455 -3.05558
C 3.99771 3.25728 -2.96993
C 3.22418 3.74920 -1.93143
C 2.70689 2.88819 -0.97076
H 4.51994 -0.81966 0.01294
H 4.55906 0.61264 1.04645
H 3.82796 -3.07208 2.67181
H 4.47836 -2.87804 1.03384
H 0.97845 -5.57013 2.20346
H -0.42474 -5.92172 4.19229
H -1.15287 -3.99979 5.56208
H -0.49200 -1.70420 4.91019
H 0.90726 -1.34508 2.90807
H 1.27454 -4.64418 -1.33023
H 1.89023 -6.88632 -2.14828
H 3.55016 -8.24293 -0.91232
H 4.54392 -7.36397 1.17399
H 3.91209 -5.15637 2.01048
H 5.89253 0.60077 2.45799
H 6.69770 1.30675 4.64934
H 5.66962 0.42509 6.71849
H 3.78402 -1.17645 6.54750
H 2.94087 -1.86647 4.35215
H -0.15326 0.39585 1.54762
H -1.03816 1.78871 3.39753
H 0.42699 3.44974 4.49342
H 2.76566 3.72529 3.73088
H 3.62211 2.38669 1.86504
H 3.91214 -0.03056 -2.19011
H 4.83232 1.49977 -3.87875
H 4.39066 3.92992 -3.72136
H 3.02244 4.81154 -1.86206
H 2.08643 3.28601 -0.17849
```

The energy above the lowest of the compared OMol25 structures with the same formula, charge and spin is 40.6 kJ/mol. The HOMO energy (alpha / beta) is -8.31 / -8.76 eV. The charge is +1. The calculation puts the HOMO-LUMO gap (alpha / beta) at 4.893 / 5.343 eV. As for the multiplicity: 6.